[1]
ORCA calculation (the ωB97M-V functional and the def2-TZVPD basis) on C24H33BrDyNO4P2 as an isolated structure in a non-equilibrium geometry.

```
66
Properties=species:S:1:pos:R:3:forces:R:3:mulliken_spin:R:1
C -1.138 -4.343 -1.099 -0.083 0.478 0.156 -0.001
C -0.770 -3.000 -1.261 0.140 -0.011 0.683 0.000
N -1.036 -2.134 -0.254 -0.677 -0.436 -0.356 0.008
C -1.753 -2.460 0.846 0.156 -0.261 -0.332 0.001
C -2.188 -3.778 1.013 0.192 0.477 -0.189 -0.001
C -1.857 -4.726 0.038 0.126 0.228 -0.125 0.001
C -0.051 -2.510 -2.533 0.785 -0.266 -0.313 0.000
P 1.030 -1.009 -2.319 -0.904 0.048 0.376 0.012
Dy -0.266 0.114 -0.356 0.756 2.263 -0.693 4.898
P -2.248 0.394 1.302 0.134 -0.462 -0.079 0.013
C -2.011 -1.375 1.924 -0.430 0.179 0.142 0.005
C -0.057 2.287 -1.099 -0.431 -2.788 0.598 0.037
C 1.256 2.654 -0.939 -0.032 2.044 -0.807 -0.004
C 1.575 3.994 -1.203 0.109 -0.362 0.059 0.002
C 0.546 4.858 -1.611 -0.076 0.137 -0.041 -0.001
C -0.794 4.431 -1.735 -0.066 -0.235 0.097 0.003
C -1.110 3.087 -1.446 0.728 2.008 -0.450 -0.007
O -1.693 -1.506 -4.738 -1.393 0.143 -0.532 0.000
O -1.868 1.030 -3.994 0.007 0.669 0.157 -0.001
H -0.841 -5.032 -1.877 -0.205 -0.213 0.093 0.000
H -2.748 -4.011 1.911 -0.006 -0.258 -0.156 0.000
H -2.166 -5.765 0.164 0.114 0.302 -0.034 0.000
C 2.610 -1.450 -1.556 0.773 -0.504 -0.345 0.002
C 1.305 -0.145 -3.860 0.260 -0.224 -0.882 0.001
H -2.932 -1.570 2.503 0.541 -0.548 -0.099 0.000
H -1.141 -1.356 2.617 -0.488 0.026 -0.323 0.000
H -0.783 -2.242 -3.367 0.768 -0.318 0.997 -0.002
H 0.677 -3.271 -2.880 -0.837 -0.206 0.006 0.000
C -1.787 1.523 2.628 -0.214 0.258 0.752 0.000
C -3.949 0.667 0.827 -0.712 -0.020 0.178 -0.004
H 2.026 1.956 -0.612 0.028 0.011 0.011 0.002
H 2.613 4.327 -1.074 -0.491 0.197 -0.175 0.000
H 0.803 5.897 -1.833 -0.166 -0.294 0.062 0.000
H -1.579 5.125 -2.057 0.394 -0.046 0.132 0.000
H -2.112 2.657 -1.493 0.082 0.366 -0.173 -0.001
H -1.984 0.725 -3.005 0.421 0.168 -0.570 -0.002
H -1.405 1.889 -3.947 -0.359 -0.628 0.029 0.000
H -1.783 -0.512 -4.705 0.132 -0.549 0.216 0.001
H -2.623 -1.830 -4.755 1.043 0.387 -0.025 0.000
H -1.853 0.219 -1.843 -0.403 -0.468 0.430 -0.011
H 3.214 -2.048 -2.247 0.182 -0.019 0.232 0.000
H 3.162 -0.535 -1.296 -0.230 -0.138 -0.263 0.000
H 2.496 -1.986 -0.603 -0.242 0.034 -0.332 -0.001
H 1.832 -0.789 -4.570 0.015 0.215 -0.189 0.000
H 0.347 0.180 -4.283 0.131 -0.271 0.218 -0.001
H 1.881 0.771 -3.680 0.013 -0.298 0.182 0.000
H -4.624 0.618 1.687 -0.174 0.035 -0.200 -0.001
H -4.010 1.655 0.346 0.065 -0.236 0.254 0.000
H -4.228 -0.061 0.054 0.109 0.103 0.281 0.000
H -2.483 1.494 3.470 0.013 0.129 0.038 0.000
H -0.771 1.354 3.001 -0.228 -0.259 -0.183 -0.001
H -1.738 2.537 2.209 -0.220 -0.208 -0.010 0.000
Br 2.063 -2.407 2.364 0.347 -0.267 0.585 0.000
C 2.654 -0.937 3.425 0.288 1.337 0.565 0.000
C 3.386 -1.208 4.584 -0.087 0.283 -0.060 0.000
C 3.810 -0.166 5.426 -0.199 0.170 -0.388 0.000
C 3.522 1.173 5.125 -0.160 -0.349 -0.359 0.000
C 2.804 1.462 3.967 0.382 -0.738 0.488 0.000
C 2.383 0.426 3.133 0.141 -0.455 0.315 -0.003
C 1.579 0.878 1.985 -0.966 0.001 -1.268 0.012
O 1.246 2.059 1.832 0.334 -1.097 0.429 0.002
O 1.207 -0.096 1.187 0.608 1.091 0.950 0.040
H 3.615 -2.239 4.824 0.019 0.082 0.076 0.000
H 4.373 -0.411 6.324 -0.094 0.009 -0.149 0.000
H 3.832 1.999 5.753 0.108 -0.243 0.147 0.000
H 2.528 2.469 3.660 0.129 -0.199 0.167 0.000
```
Positions in Å, forces in eV/Å.

The value obtained for the LUMO energy (spin up / spin down) is 0.10 / 0.10 eV. The calculated total energy comes out at -5431.7663 Ha. The HOMO energy (spin up / spin down) is -6.88 / -6.89 eV. As for the spin multiplicity: 6.

***

[2]
ORCA calculation (the ωB97M-V functional and the def2-TZVPD basis) on C14H19BrCoO as an isolated structure in a non-equilibrium geometry.

```
36
Properties=species:S:1:pos:R:3:forces:R:3:mulliken_spin:R:1
C 2.714 -0.053 0.834 1.448 -0.393 0.947 0.069
C 2.750 1.275 1.362 1.603 -0.212 1.384 0.058
C 1.784 1.370 2.412 1.463 0.046 1.405 0.017
H 3.412 2.072 1.038 -0.447 -0.129 -0.154 0.004
C 1.191 0.075 2.572 0.983 -0.446 1.514 0.063
C 1.769 -0.802 1.601 0.857 -0.571 0.955 0.026
H 1.537 -1.852 1.470 -0.125 0.259 -0.130 0.012
H 3.308 -0.433 0.008 -0.252 0.166 0.175 0.007
H 1.575 2.260 3.006 0.032 -0.306 -0.213 0.003
H 0.461 -0.196 3.327 -0.018 0.098 -0.285 0.005
Co 0.915 0.784 0.751 -4.690 0.912 -4.968 2.496
Br 1.142 2.041 -1.289 0.412 1.009 -1.042 0.119
C -0.295 -1.804 -2.305 1.475 1.782 -1.944 0.319
C 0.264 -2.738 -1.377 3.085 -0.544 0.678 0.282
C 1.687 -2.645 -1.461 -2.163 -0.716 0.481 0.017
H -0.300 -3.389 -0.713 0.197 0.214 -0.130 0.002
C 2.010 -1.668 -2.458 -1.067 0.134 -0.029 0.376
C 0.785 -1.156 -2.984 -1.448 -0.748 0.569 -0.047
H 0.686 -0.381 -3.741 0.039 -0.184 0.351 0.007
H -1.355 -1.610 -2.454 0.382 -0.028 0.054 0.014
H 2.401 -3.223 -0.881 -0.180 0.147 -0.091 0.002
H 3.010 -1.346 -2.742 -0.283 -0.079 0.071 0.010
C -2.887 -0.091 1.035 -0.260 0.114 0.252 0.005
C -1.889 0.778 0.263 0.083 -0.549 -0.083 -0.023
C -2.467 1.024 -1.126 -0.123 0.314 -0.277 0.015
C -1.629 2.098 0.980 -0.128 0.234 0.078 0.028
O -0.705 0.068 0.148 -0.504 -0.718 0.212 0.120
H -3.851 0.418 1.145 -0.045 -0.048 0.033 -0.001
H -2.503 -0.325 2.033 0.036 0.011 -0.072 0.002
H -3.050 -1.031 0.497 0.081 0.098 0.056 0.002
H -3.439 1.529 -1.065 0.017 0.010 -0.050 -0.003
H -1.781 1.635 -1.718 -0.026 -0.073 0.059 0.003
H -2.607 0.069 -1.639 0.001 0.046 0.059 -0.002
H -1.147 1.897 1.946 -0.174 0.044 -0.061 -0.007
H -0.941 2.699 0.371 -0.252 -0.028 0.167 -0.002
H -2.556 2.651 1.155 -0.005 0.134 0.028 0.003
```
Positions in Å, forces in eV/Å.

Its charge is -1. The value obtained for the LUMO energy (spin up / spin down) is 3.33 / 1.53 eV. The calculated total energy comes out at -4576.8352 Ha. The HOMO energy (spin up / spin down) is -3.10 / -4.09 eV. As for the spin multiplicity: 5.